{
  "formula": "C5H12O3",
  "method": "wB97M-V/def2-TZVPD",
  "species": ["O", "C", "C", "C", "C", "C", "O", "H", "H", "H", "H", "H", "H", "H", "H", "H", "H", "O", "H", "H"],
  "xyz": [[2.0874, 3.5040, 0.5128], [1.6373, 2.3953, 0.6835], [0.2423, 1.9334, 0.4271], [0.1799, 1.3341, -1.0068], [0.1408, -0.2299, -1.0517], [1.1564, -0.8405, -0.0887], [0.6394, -1.1794, 1.1934], [2.4344, 1.6640, 0.9332], [-0.1516, 1.4764, 1.3337], [-0.4381, 2.7655, 0.2437], [-0.7451, 1.5489, -1.5398], [1.0617, 1.5358, -1.6098], [0.4576, -0.5829, -2.0366], [-0.8263, -0.6740, -0.8175], [1.3850, -1.8649, -0.4103], [2.1402, -0.3617, -0.0414], [0.3925, -0.4758, 1.7384], [-4.2314, -3.9752, 0.2636], [-3.4795, -3.3901, 0.2786], [-4.0829, -4.5828, 0.9945]],
  "atomic_forces_ev_per_a": [[-0.86, 0.20, 0.01], [1.64, 0.65, -0.26], [-0.65, 1.52, -1.14], [-0.62, -3.44, 0.17], [1.33, 0.29, 0.71], [-0.16, -1.88, 0.10], [0.42, -1.54, -0.66], [-0.65, -0.60, 0.26], [-0.09, -0.94, -0.48], [0.45, 0.71, 0.77], [0.23, 1.05, 0.07], [-0.08, 0.86, 0.14], [-0.33, 0.20, -0.16], [-0.10, 0.19, -0.02], [0.11, 0.29, -0.50], [-0.27, 0.49, 0.05], [-0.40, 1.94, 0.93], [-0.35, -0.29, 0.03], [0.38, 0.30, 0.00], [-0.02, 0.00, -0.02]],
  "mulliken_charge": [-0.4693, 0.0064, -0.4875, -0.6355, -0.5190, -0.4669, -0.4943, 0.2763, 0.4171, 0.2485, 0.3311, 0.3411, 0.3467, 0.2825, 0.3225, 0.2030, 0.2973, -0.6369, 0.3140, 0.3229],
  "de_lowest_ev": 2.378,
  "lumo_ha": 0.0208,
  "homo_lumo_gap_ev": 10.55,
  "smiles": "O=CCCCCO.O",
  "largest_force_ev_per_a": 3.5,
  "total_energy_ha": -423.36647
}

{
  "formula": "C5H12O3PS",
  "method": "wB97M-V/def2-TZVPD",
  "species": ["C", "C", "C", "C", "C", "O", "O", "O", "P", "S", "H", "H", "H", "H", "H", "H", "H", "H", "H", "H", "H", "H"],
  "xyz": [[-0.3196, 1.4304, -1.3246], [0.9567, 0.8164, -1.8867], [-1.3339, 0.3661, -0.9075], [-2.3836, 0.9180, 0.0431], [1.3104, -2.8053, 1.6546], [1.6416, 0.0274, -0.8971], [-0.6684, -0.7517, -0.2836], [1.4130, -1.9960, 0.4751], [0.7943, -0.5891, 0.2679], [0.8173, 1.0831, 2.8341], [-0.0531, 2.0285, -0.4472], [-0.7659, 2.0897, -2.0690], [0.7377, 0.1686, -2.7408], [1.6653, 1.5886, -2.1944], [-1.8188, -0.0756, -1.7863], [-1.9107, 1.3207, 0.9359], [-3.0730, 0.1328, 0.3382], [-2.9455, 1.7071, -0.4478], [1.4268, -2.2010, 2.5547], [2.1245, -3.5271, 1.5894], [0.3524, -3.3237, 1.6771], [2.0325, 1.5921, 2.6150]],
  "atomic_forces_ev_per_a": [[0.24, -0.40, 0.11], [-0.42, 0.79, -0.87], [-0.97, 1.13, -0.51], [0.20, -0.32, -0.16], [0.06, -0.67, 0.81], [0.09, -0.34, 1.09], [0.98, -0.53, 1.02], [-0.20, 0.88, -0.21], [0.10, 0.34, 0.38], [-0.33, -1.29, -1.65], [-0.05, 0.15, -0.03], [0.00, 0.00, 0.05], [0.13, -0.02, 0.13], [-0.12, -0.18, 0.06], [0.19, 0.02, 0.14], [0.05, 0.10, 0.08], [-0.10, -0.06, 0.01], [-0.04, 0.10, -0.05], [0.03, 0.06, -0.10], [-0.14, 0.14, -0.01], [0.05, 0.09, -0.13], [0.25, 0.01, -0.17]],
  "mulliken_charge": [-0.7546, -0.3740, 0.3586, -1.3268, -0.5772, -0.3482, -0.2990, -0.3060, 0.8914, -0.1193, 0.3431, 0.4569, 0.2759, 0.3505, 0.2954, 0.2777, 0.3809, 0.4003, 0.3242, 0.2403, 0.2990, 0.2108],
  "de_lowest_ev": 1.293,
  "lumo_ha": [-0.2483, -0.2368],
  "total_charge": 1,
  "homo_lumo_gap_ev": [7.28, 7.34],
  "largest_force_ev_per_a": 2.1,
  "total_energy_ha": -1162.70012
}

{
  "formula": "C5H12O4",
  "method": "wB97M-V/def2-TZVPD",
  "species": ["C", "C", "C", "C", "C", "O", "O", "H", "H", "H", "H", "H", "H", "H", "H", "H", "H", "O", "O", "H", "H"],
  "xyz": [[-0.6749, -0.5368, -0.1030], [-0.8399, -1.8426, 0.6210], [-1.3114, 0.6442, 0.5292], [-0.7763, -0.6190, -1.5960], [1.3459, -0.2555, 0.1327], [1.5788, -0.0159, 1.4462], [2.0427, -1.0071, -0.5024], [2.4239, -0.4286, 1.6932], [-1.8980, -2.1298, 0.5819], [-0.5644, -1.7495, 1.6710], [-0.2529, -2.6325, 0.1553], [-1.3636, 0.5691, 1.6135], [-0.7235, 1.5484, 0.2806], [-2.2946, 0.8339, 0.0894], [0.0175, -1.2544, -1.9929], [-1.7365, -1.0746, -1.8659], [-0.6949, 0.3676, -2.0482], [0.8832, 2.2525, -0.6835], [2.0299, 2.8647, -0.0872], [1.6305, 3.4264, 0.5918], [1.1785, 1.0397, -0.5270]],
  "atomic_forces_ev_per_a": [[1.90, 0.56, -0.14], [0.21, -0.06, 0.07], [0.26, 1.07, -0.05], [0.14, -0.12, 0.00], [-1.65, -2.71, 0.80], [-0.06, 0.51, -0.07], [0.23, 0.60, -0.24], [-0.02, 0.02, -0.14], [0.05, 0.09, -0.06], [0.00, -0.02, -0.03], [-0.01, -0.03, 0.01], [-0.16, -0.10, -0.01], [-0.39, -0.46, 0.21], [-0.16, -0.26, 0.17], [-0.06, 0.01, 0.00], [0.04, 0.12, 0.01], [-0.08, 0.02, -0.06], [1.48, -3.32, 0.27], [0.00, 0.17, -0.12], [-0.05, -0.18, -0.01], [-1.67, 4.08, -0.61]],
  "mulliken_charge": [1.2743, -1.6148, -1.3691, -1.3934, 0.4730, -0.4137, -0.5309, 0.3270, 0.4473, 0.3743, 0.3781, 0.3424, 0.3369, 0.4251, 0.3408, 0.4278, 0.3531, -0.4655, -0.3460, 0.3073, 0.3263],
  "de_lowest_ev": 5.982,
  "lumo_ha": [-0.0299, -0.0299],
  "homo_lumo_gap_ev": [8.29, 8.29],
  "largest_force_ev_per_a": 4.5,
  "total_energy_ha": -498.47382
}

{
  "formula": "C5H12OS2",
  "method": "wB97M-V/def2-TZVPD",
  "species": ["C", "C", "C", "O", "H", "H", "H", "H", "H", "H", "C", "C", "S", "S", "H", "H", "H", "H", "H", "H"],
  "xyz": [[2.5603, -0.3867, -2.7532], [2.6582, 0.2120, -1.5482], [1.5401, 0.4012, -0.5611], [1.9326, 0.0021, 0.7736], [3.3972, -0.5117, -3.4169], [1.6354, -0.9044, -3.0297], [3.6151, 0.6048, -1.1853], [1.4121, 1.5092, -0.5105], [0.5906, -0.0329, -0.8713], [1.3074, 0.4609, 1.3645], [-2.0598, -0.8289, 2.5373], [-2.3048, -0.3919, 1.0905], [-1.4880, 1.2295, 0.8907], [-2.2317, 1.7112, -1.0292], [-2.5389, -0.1798, 3.2865], [-0.9791, -0.8925, 2.7592], [-2.4824, -1.8425, 2.6572], [-3.3761, -0.1964, 0.9034], [-1.9430, -1.1646, 0.3941], [-1.2451, 1.2015, -1.7516]],
  "atomic_forces_ev_per_a": [[-0.52, 0.03, 1.62], [0.20, -0.92, -0.60], [0.64, 1.39, 0.40], [-0.57, 0.11, -0.53], [0.20, 0.18, -0.10], [0.22, 0.38, -0.03], [-0.27, -0.03, -0.31], [-0.30, -0.54, -0.19], [0.03, -0.30, -0.05], [0.38, -0.33, -0.30], [-0.07, -0.61, 0.12], [-0.36, 0.27, 0.54], [-0.54, -0.17, -1.22], [0.06, 0.22, 1.09], [0.18, -0.09, -0.40], [-0.44, 0.03, -0.09], [0.22, 0.38, 0.09], [0.49, -0.32, 0.08], [0.04, 0.54, 0.11], [0.41, -0.22, -0.23]],
  "mulliken_charge": [-0.7212, -0.2077, 0.1041, -0.5439, 0.2747, 0.2228, 0.2763, 0.2695, 0.0301, 0.2723, -1.1480, -0.2875, -0.1401, -0.2041, 0.3238, 0.3005, 0.3276, 0.3815, 0.3343, 0.1349],
  "de_lowest_ev": 1.229,
  "lumo_ha": 0.0099,
  "homo_lumo_gap_ev": 9.72,
  "smiles": "C=CCO.CCSS",
  "largest_force_ev_per_a": 1.7,
  "total_energy_ha": -1069.27503
}

{
  "formula": "C5H12OSSi",
  "method": "wB97M-V/def2-TZVPD",
  "species": ["C", "C", "C", "C", "C", "O", "Si", "S", "H", "H", "H", "H", "H", "H", "H", "H", "H", "H", "H", "H"],
  "xyz": [[-3.4903, 0.4134, -0.2987], [-0.9390, 1.5281, 0.9012], [1.7234, 0.4707, -1.7537], [2.5795, -1.9214, 0.5302], [-0.9258, -0.0057, 0.8577], [0.3134, -0.6226, 0.7253], [1.7722, -0.3303, -0.0260], [-1.9590, -0.4510, -0.5674], [-4.0564, 0.4099, -1.3257], [-1.9215, 1.8954, 1.0261], [-0.3236, 1.9706, 1.6994], [-0.6062, 1.6503, -0.1145], [1.8538, -0.2404, -2.5149], [0.6777, 0.8928, -1.8889], [2.4060, 1.3300, -1.9019], [3.6473, -2.1915, 0.3730], [2.5585, -1.8173, 1.6233], [1.9596, -2.7238, 0.2820], [-4.0500, 0.2781, 0.5517], [-1.2198, -0.5355, 1.8218]],
  "atomic_forces_ev_per_a": [[1.32, -0.94, -4.69], [1.36, -1.38, 0.48], [-1.51, 1.22, 0.89], [1.87, 0.84, 0.66], [-0.52, -0.70, 2.72], [0.37, 0.15, -1.14], [0.71, 1.24, 0.69], [-1.37, 0.18, 0.01], [0.98, 0.19, 2.24], [-1.10, 0.29, -0.09], [0.19, -0.31, -0.54], [0.39, 1.50, -0.27], [0.30, -0.97, -1.27], [1.07, -0.51, 0.17], [-0.16, -0.68, 0.33], [-0.74, 0.47, -0.56], [-0.34, 0.01, -0.11], [-0.95, -1.54, -0.44], [-1.06, -0.13, 2.05], [-0.80, 1.06, -1.12]],
  "mulliken_charge": [-0.7500, -1.1476, -0.9651, -0.9740, 0.0170, -0.1148, -0.0592, 0.0249, 0.2465, 0.4848, 0.2934, 0.2910, 0.3818, 0.2584, 0.3116, 0.3501, 0.2668, 0.3453, 0.3726, 0.3665],
  "de_lowest_ev": 3.091,
  "lumo_ha": [0.0107, -0.0061],
  "homo_lumo_gap_ev": [8.16, 6.23],
  "largest_force_ev_per_a": 5.0,
  "total_energy_ha": -960.51274
}

{
  "formula": "C5H12P2S",
  "method": "wB97M-V/def2-TZVPD",
  "species": ["C", "C", "C", "C", "C", "P", "P", "S", "H", "H", "H", "H", "H", "H", "H", "H", "H", "H", "H", "H"],
  "xyz": [[-1.3703, -1.7420, -1.3687], [-2.0035, -0.8572, -0.3220], [0.0700, -1.2256, -1.7509], [-1.2646, 1.5246, 1.2891], [3.7406, 0.8087, 1.7297], [-0.7252, -0.2352, 1.0258], [0.9255, -0.1189, -0.4608], [1.2772, 1.7768, -1.0585], [-1.3616, -2.7218, -1.0211], [-2.0819, -1.7240, -2.2313], [-2.2588, 0.1338, -0.8069], [-2.9199, -1.2972, 0.0819], [0.7709, -1.9609, -1.8561], [-0.1012, -0.4976, -2.4576], [-2.1106, 1.7723, 1.8816], [-1.3681, 2.0251, 0.3347], [-0.2851, 1.8488, 1.7002], [3.9277, 1.7844, 1.4410], [3.4487, 0.7314, 2.7448], [3.6901, -0.0254, 1.1053]],
  "atomic_forces_ev_per_a": [[0.30, 1.66, -0.61], [0.54, 2.33, 0.28], [-2.45, 0.97, 2.84], [2.32, -0.44, -1.10], [-1.18, -0.10, 0.72], [-1.71, -1.05, -0.17], [-0.63, 0.38, 0.68], [0.10, -0.58, 0.14], [0.32, -1.88, 0.59], [0.92, -0.08, 0.26], [-0.09, -1.02, 0.41], [0.24, 0.13, 0.20], [1.54, -1.93, -1.34], [0.38, 1.08, -2.47], [-0.50, -0.36, 0.90], [0.01, 0.15, -0.31], [-0.84, 0.64, 0.20], [0.65, 1.52, -1.08], [-0.20, -0.43, 0.83], [0.25, -1.01, -0.99]],
  "mulliken_charge": [-0.6179, -0.7118, -0.7961, -0.9943, -0.6421, 0.0134, 0.0605, -0.3485, 0.3163, 0.2860, 0.2748, 0.4497, 0.5113, 0.3748, 0.3761, 0.3266, 0.2944, 0.2732, 0.2393, 0.3142],
  "de_lowest_ev": 4.965,
  "lumo_ha": [-0.1029, -0.1089],
  "homo_lumo_gap_ev": [4.18, 3.83],
  "largest_force_ev_per_a": 3.9,
  "total_energy_ha": -1278.40490
}